No. 1
{"formula": "C17H22F16IO6P", "method": "wB97M-V/def2-TZVPD", "orbital_gap_ev": 8.5, "homo_ev": -8.84, "symbols": ["C", "C", "O", "C", "C", "C", "I", "O", "C", "O", "P", "C", "O", "H", "H", "H", "H", "H", "H", "H", "H", "H", "H", "H", "H", "H", "H", "C", "C", "C", "F", "F", "F", "F", "O", "C", "C", "F", "F", "F", "F", "H", "H", "H", "H", "C", "C", "C", "F", "F", "F", "F", "O", "C", "C", "F", "F", "F", "F", "H", "H", "H", "H"], "coordinates": [[-1.30523, -0.91189, -3.61514], [-0.22891, 0.34420, -3.86425], [0.40925, 0.57538, -2.55957], [1.58334, 1.44462, -2.64264], [2.76578, 1.20059, -1.56235], [2.86298, -0.25824, -0.85042], [1.19574, -0.67706, 0.57794], [4.05356, -0.16134, 0.06554], [3.97041, -1.20738, 1.11301], [4.20388, -0.81434, 2.38744], [3.23803, -1.74354, -1.97599], [2.70149, -1.52353, -3.78212], [2.19831, -3.04628, -1.36024], [-1.94666, -1.16065, -4.56118], [-1.96275, -0.63163, -2.65870], [-0.62407, -1.81612, -3.25276], [-0.80343, 1.27209, -4.28738], [0.50875, -0.02197, -4.70197], [1.96794, 1.38364, -3.77133], [1.19919, 2.56785, -2.52291], [3.84171, 1.46665, -2.00669], [2.60789, 1.99624, -0.68582], [3.75841, -2.34707, 0.91111], [1.55527, -1.79551, -3.96040], [3.29989, -2.32948, -4.42855], [3.00034, -0.47805, -4.23968], [2.84673, -3.82543, -1.25577], [-7.31562, -2.95231, -2.93557], [-5.97635, -2.93099, -3.68664], [-4.76464, -3.36089, -2.86347], [-4.57155, -2.58888, -1.77036], [-3.62639, -3.26451, -3.60243], [-5.79464, -1.70066, -4.23648], [-6.09623, -3.79370, -4.74735], [-7.75392, -1.70779, -2.37600], [-7.17884, -1.37220, -1.11196], [-6.24288, -0.15825, -1.18475], [-5.26412, -0.32612, -2.11029], [-5.61789, 0.04757, 0.00512], [-6.58402, -2.47329, -0.59594], [-8.22433, -1.09218, -0.29124], [-8.08514, -3.19404, -3.67905], [-7.37415, -3.76838, -2.20655], [-4.85937, -4.40144, -2.54080], [-6.79433, 0.74915, -1.44361], [3.08961, 2.22079, 6.87687], [4.12233, 3.34273, 7.05843], [3.77694, 4.65963, 6.36770], [3.62667, 4.52775, 5.03046], [4.77128, 5.57010, 6.55022], [5.34575, 2.88638, 6.67889], [4.22164, 3.58385, 8.40593], [3.34781, 1.27867, 5.82817], [2.95398, 1.69939, 4.52087], [4.14695, 1.94156, 3.58644], [5.03246, 2.82622, 4.11184], [3.73828, 2.46329, 2.39919], [2.13935, 2.77456, 4.63435], [2.18353, 0.69674, 4.02476], [3.12422, 1.61553, 7.79110], [2.06199, 2.59947, 6.83866], [2.85921, 5.08896, 6.77913], [4.68455, 1.01154, 3.38513]], "mulliken_charge": [-0.7053, -0.3574, -0.1674, -0.4087, -0.6251, 0.1225, 0.1603, -0.2998, 0.1196, -0.4758, 0.1634, -0.5999, -0.5181, 0.3146, 0.1740, 0.1451, 0.2839, 0.2650, 0.3062, 0.2943, 0.2607, 0.2354, 0.2753, 0.0208, 0.3921, 0.2406, 0.3363, -0.6833, 0.8477, 0.1254, -0.2032, -0.2602, -0.2630, -0.3396, -0.4034, 0.7139, 0.2189, -0.1772, -0.2561, -0.2631, -0.2954, 0.4057, 0.3408, 0.2689, 0.2228, -0.7195, 0.8718, 0.1029, -0.1801, -0.2879, -0.2679, -0.3338, -0.3975, 0.7164, 0.3163, -0.2214, -0.2791, -0.2845, -0.2334, 0.4125, 0.3156, 0.2724, 0.2452]}



No. 2
{"formula": "C4H11N2O2", "method": "wB97M-V/def2-TZVPD", "orbital_gap_ev": 6.2, "homo_ev": -2.67, "total_charge": -1, "symbols": ["C", "N", "C", "C", "O", "N", "C", "O", "H", "H", "H", "H", "H", "H", "H", "H", "H", "H", "H"], "coordinates": [[0.05589, 0.47675, 1.38034], [1.39290, 0.53588, 2.08625], [-0.17788, -0.58627, 0.31063], [0.83009, -0.30042, -0.91354], [2.07015, -0.11280, -0.25077], [-1.67634, -0.55196, -0.08812], [-1.86067, 0.12311, -1.50737], [-1.05226, 1.13486, -1.61814], [-0.05067, 1.32451, 0.79799], [-0.64431, 0.42842, 2.29084], [2.05670, 0.97813, 1.50938], [1.81356, -0.37626, 2.40966], [0.04578, -1.76565, 0.58398], [0.76159, -1.16191, -1.62660], [0.50988, 0.52566, -1.59494], [2.86765, -0.32951, -0.84323], [-2.16957, 0.07280, 0.73813], [-1.72965, -0.82309, -2.21307], [-3.04287, 0.40776, -1.45140]], "mulliken_charge": [-0.9164, -0.7483, 0.3537, -0.6632, -0.4581, -0.5292, -0.4322, -0.7927, 0.4879, 0.2884, 0.3381, 0.2374, 0.0703, 0.3117, 0.4093, 0.2646, 0.3047, 0.1882, 0.2859]}



No. 3
{"formula": "C2H4Cl2", "method": "wB97M-V/def2-TZVPD", "orbital_gap_ev": 11.8, "homo_ev": -10.83, "symbols": ["Cl", "C", "C", "Cl", "H", "H", "H", "H"], "coordinates": [[0.92274, 0.79831, -1.72221], [-0.36468, 0.32813, -0.58815], [0.15311, -0.25500, 0.70403], [1.26727, -1.61238, 0.48319], [-1.02065, -0.36567, -1.10696], [-0.92282, 1.23194, -0.34924], [-0.69681, -0.62313, 1.27774], [0.66183, 0.49780, 1.30160]], "mulliken_charge": [-0.1747, -0.4156, -0.4157, -0.1720, 0.3041, 0.2851, 0.2876, 0.3013]}



No. 4
{"formula": "C4H11NO2", "method": "wB97M-V/def2-TZVPD", "orbital_gap_ev": [7.7, 7.1], "homo_ev": [-7.66, -7.14], "symbols": ["C", "C", "C", "C", "N", "O", "O", "H", "H", "H", "H", "H", "H", "H", "H", "H", "H", "H"], "coordinates": [[-0.16407, -0.62878, 0.23510], [1.36736, 0.80838, 0.74836], [-1.45099, 1.36876, 0.20266], [0.69267, -1.69012, -0.37537], [-0.48575, 0.46856, -0.41858], [-2.06962, -0.99161, -0.80854], [2.36405, 0.72539, -0.16721], [-1.87861, -1.38296, -1.67145], [2.12116, 1.23861, -0.94870], [-0.63402, -0.86019, 1.19303], [1.59798, 0.22313, 1.63322], [0.96481, 1.79500, 0.95444], [-1.83847, 1.00014, 1.15703], [-0.99387, 2.35393, 0.33587], [-2.27874, 1.46396, -0.49298], [1.56820, -1.90382, 0.24228], [0.09394, -2.59615, -0.45139], [1.02397, -1.39222, -1.36775]], "mulliken_charge": [0.6051, -0.5542, -0.8496, -1.4333, -0.2946, -0.8194, -0.4497, 0.2046, 0.3702, 0.3944, 0.4114, 0.3429, 0.3021, 0.3344, 0.3319, 0.3809, 0.4030, 0.3198]}



| no. | calculated total energy (eV) |
| --- | --- |
| 1 | -91133.9090 |
| 2 | -11398.5810 |
| 3 | -27183.8737 |
| 4 | -9905.8724 |